Entry 1:
170
Properties=species:S:1:pos:R:3:forces:R:3 method="wB97M-V/def2-TZVPD" relative_energy_ev=19.947 smiles="CNCc1ccc([C@H](C)F)c2c1C(=O)c1c(CCCCOC)c(Cc3ccccc3C)c(I)c(Cc3ccccc3C)c1C2=O.CCOC(=O)C(F)(F)F.CCOC(=O)C(F)(F)F.CCOC(=O)C(F)(F)F.CCOC(=O)C(F)(F)F.CCOC(=O)C(F)(F)F.CCOC(=O)C(F)(F)F" total_energy_ha=-5821.1055 homo_lumo_gap_ev=7.1
I -0.958 -2.768 3.238 -0.24 0.64 -1.78
F 6.389 6.461 -6.077 -0.47 -0.03 -0.53
F 3.770 5.482 0.444 0.63 0.43 -0.39
F 0.662 2.854 -12.612 0.19 -0.34 0.60
F -8.815 -3.089 2.230 0.39 -0.16 0.49
F 4.647 7.161 1.483 0.31 -0.09 -0.56
F -5.303 -2.206 10.817 0.14 -0.68 -0.11
F -6.847 -3.541 11.526 0.50 -0.39 -0.26
F -6.653 -3.134 9.413 0.65 -0.47 0.57
F 2.462 -4.388 -4.842 0.55 2.03 1.16
F 2.669 2.056 -12.586 -0.30 -0.16 0.59
F 3.277 7.495 -0.157 0.61 -0.18 -0.17
F 5.733 8.490 -6.427 -0.37 -0.61 -0.48
F 7.077 7.541 -7.820 -0.61 -0.23 -0.02
F -0.540 -0.353 8.203 0.75 -0.37 0.59
F -0.219 -1.228 10.151 0.55 0.16 -0.32
F 0.153 -2.394 8.370 0.49 0.42 0.09
F 2.167 3.764 -11.360 -0.45 -1.11 0.24
F -9.263 -1.809 3.915 0.50 -0.44 0.08
F -7.502 -1.444 2.722 0.06 -0.68 0.47
O 2.182 0.142 8.122 -0.90 -0.56 0.36
O 6.072 5.732 -1.073 -0.79 0.42 0.59
O 2.463 -1.339 9.805 -1.01 0.05 -0.61
O -4.295 -2.649 -0.048 -2.28 0.22 1.24
O 0.205 -3.969 -2.951 -0.40 3.97 1.44
O -4.115 -4.556 11.434 -1.03 0.41 -0.50
O -2.657 0.113 -3.744 3.64 -1.16 1.82
O 0.611 0.591 -11.129 0.77 1.03 -0.22
O -6.248 -3.415 4.208 -0.82 0.47 -0.44
O 3.669 7.173 -7.721 1.04 0.09 0.33
O 5.774 7.972 -1.081 -0.57 -0.71 0.75
O -5.031 -5.377 9.539 -0.40 0.85 0.43
O -8.276 -4.126 4.902 0.14 0.76 -1.00
O 1.642 1.777 -9.508 0.11 0.44 -0.89
O 5.191 5.785 -8.648 0.29 0.73 0.96
N 0.111 3.205 -4.871 -1.35 -1.35 1.10
C -0.620 2.001 -5.391 1.02 -0.15 -1.39
C 3.794 6.010 -10.626 0.01 0.52 -0.03
C 1.703 2.576 -11.801 0.26 1.19 -1.57
C 4.159 -2.209 -0.041 -1.48 -3.30 0.83
C -7.450 -3.352 4.169 0.60 -1.39 1.23
C 5.034 -3.412 0.470 -3.24 -0.29 -0.09
C 0.693 -1.691 -3.756 0.47 2.21 -1.53
C 1.985 -3.702 0.307 2.19 0.37 0.15
C 3.860 -1.008 9.857 0.78 0.24 0.15
C -7.144 -4.403 7.035 0.02 0.23 -0.21
C -1.295 3.053 1.373 -0.18 0.73 0.91
C -0.478 -2.672 0.045 -1.65 2.05 -1.16
C -4.992 -4.546 10.410 1.31 -1.36 0.28
C 6.897 8.114 -1.965 0.53 0.14 -0.62
C 4.803 6.785 -7.831 -1.29 -1.01 -1.11
C -2.225 -0.108 -0.501 1.56 -2.09 0.18
C 0.286 -1.160 8.901 -1.91 -0.53 0.14
C -5.946 -3.359 10.538 -1.20 1.75 0.06
C -2.799 0.198 2.149 0.24 -0.58 1.00
C -1.199 -1.912 1.223 -0.25 1.21 -3.44
C 4.474 -2.998 -4.865 -0.40 -0.68 -0.18
C 0.195 0.665 -5.059 1.98 -3.09 0.04
C -4.877 -3.456 1.037 0.59 -0.13 -0.63
C 5.996 7.321 -7.042 1.52 0.87 0.88
C 4.408 -4.754 0.934 -3.06 3.24 -1.57
C -7.636 -5.077 5.770 0.33 -0.45 0.67
C 5.471 6.711 -0.710 1.50 0.38 -1.15
C -1.597 -0.312 -3.220 -0.75 -0.03 -0.47
C -4.890 -0.770 -1.591 -1.46 -0.02 0.20
C 2.992 -3.181 -4.221 1.34 0.58 -0.52
C -0.210 -0.429 -4.043 2.04 -0.27 -0.99
C 2.193 -6.305 1.283 0.18 0.82 -1.53
C -2.070 -0.618 0.988 1.56 -1.26 -3.06
C 1.552 0.454 -5.823 -0.97 -2.67 2.62
C 1.324 1.633 -10.661 -0.67 -1.56 1.07
C -1.481 0.446 4.601 1.22 2.45 -1.19
C 0.227 -0.395 -10.154 -0.39 -0.58 0.57
C 2.859 -4.896 0.846 1.78 2.22 -0.54
C -0.109 3.042 3.786 -1.05 -2.68 1.43
C 0.098 -2.748 -2.686 0.61 -1.51 -1.17
C 1.736 -0.681 8.878 1.93 0.31 0.15
C 0.395 -3.990 0.231 0.96 -0.19 0.37
C 6.503 7.791 -3.393 -0.27 -0.26 0.05
C 2.455 -0.804 -5.537 -2.86 1.08 1.32
C -1.797 0.968 3.146 2.76 2.50 2.57
C -2.046 -5.405 10.482 -0.07 0.22 -0.35
C 4.078 0.290 10.609 -0.30 0.30 -0.02
C -8.254 -2.423 3.262 -0.98 1.36 -1.06
C -1.080 2.322 2.774 0.78 -1.03 2.35
C -0.612 -2.111 -1.418 -1.77 1.90 2.21
C 0.220 2.482 5.204 -3.16 -2.24 -3.09
C -0.523 1.146 5.588 0.05 1.72 -2.68
C -0.977 0.072 -9.361 -0.05 0.39 0.06
C 0.270 2.994 -3.377 1.64 1.16 -0.17
C -3.118 1.158 -0.886 0.26 0.18 -0.36
C 4.292 6.710 0.261 -1.65 -0.14 1.14
C 2.599 -2.338 -0.145 2.88 -3.25 1.50
C 4.150 5.165 -9.419 -0.56 -0.31 -0.60
C -4.597 0.798 -1.424 -0.22 -0.52 -0.45
C -3.184 -5.650 11.453 0.65 -0.53 0.00
C -1.498 -0.835 -1.694 0.61 -1.14 2.83
C 2.052 -1.903 -4.498 -2.18 2.33 -0.73
C -5.206 -1.521 -0.177 0.79 0.79 -1.39
H -2.407 -5.362 9.451 0.01 -0.12 0.13
H 6.198 6.746 -3.492 0.17 0.10 0.05
H 0.951 3.001 5.924 -1.38 -0.95 -1.35
H -1.707 2.001 -5.051 1.67 -0.17 -0.23
H -4.114 -1.335 -2.215 -0.99 0.91 1.21
H 1.291 2.474 -3.241 -1.75 0.44 0.43
H -3.615 0.917 1.755 1.61 -1.16 0.40
H -0.608 2.108 -6.546 -0.20 -0.34 1.81
H -5.899 -3.860 0.696 1.33 0.64 0.67
H 1.070 -0.643 -9.503 -0.02 0.26 -0.11
H 5.144 0.503 10.713 -0.07 -0.09 -0.01
H 0.392 4.033 3.484 -0.97 -1.78 0.31
H -0.030 -1.300 -10.709 0.14 0.29 -0.22
H -0.773 4.087 1.384 -0.73 -1.74 0.14
H -2.422 3.298 1.267 1.83 -0.58 -0.10
H -1.301 -6.201 10.551 -0.08 0.05 0.06
H 0.255 -4.761 -0.619 -0.08 1.60 1.15
H -1.313 -0.707 -8.673 0.07 0.02 -0.08
H -5.073 -0.776 0.695 -0.15 -1.14 -1.08
H -1.977 -0.534 4.898 0.76 1.61 -0.27
H 3.626 0.240 11.603 0.14 -0.11 -0.03
H -6.828 -5.595 5.246 -0.07 0.26 -0.08
H 4.356 -1.824 10.387 -0.38 -0.06 -0.06
H 3.275 4.963 -8.794 0.16 0.20 0.05
H 4.680 -1.244 -0.369 -0.88 -1.63 0.58
H 6.168 -3.310 0.509 -1.78 -0.01 -0.07
H -3.375 -0.567 2.802 0.97 1.12 -1.02
H -1.563 -4.447 10.689 0.02 -0.12 0.12
H 1.026 3.313 -5.328 -0.62 -0.31 0.43
H 5.064 -3.990 -4.789 -1.20 1.51 0.07
H 0.149 -4.576 1.198 0.07 1.31 -1.51
H -0.874 2.493 0.472 -0.81 0.49 1.29
H 7.217 9.157 -1.903 -0.29 -0.09 0.25
H -2.790 -5.709 12.470 -0.28 0.27 -0.05
H 3.381 6.977 -10.324 -0.02 -0.16 0.04
H 4.683 6.219 -11.225 -0.03 -0.16 0.02
H -2.540 1.721 -1.714 -0.97 -0.92 1.29
H -4.177 -4.346 1.197 -0.95 1.40 0.05
H -3.695 -6.595 11.249 -0.10 0.24 -0.11
H -7.959 -3.872 7.531 -0.03 -0.20 -0.06
H -4.972 -2.761 1.938 0.02 -1.35 -0.85
H 4.365 -2.790 -5.991 0.30 -0.12 1.77
H 1.394 -6.177 2.091 1.27 -0.24 -1.02
H -4.818 1.291 -2.448 0.65 -0.68 1.73
H 1.876 1.243 -6.601 -0.51 -1.51 1.37
H 3.170 -3.324 -3.088 -0.90 -0.10 -1.77
H 3.447 -0.849 -6.123 -1.86 -0.09 1.19
H 7.336 7.970 -4.075 -0.05 0.03 0.11
H -5.880 -0.852 -2.189 1.63 0.21 0.80
H -6.724 -5.136 7.726 -0.06 0.05 -0.11
H 3.056 5.503 -11.249 0.32 0.31 0.17
H -6.294 -1.874 -0.185 1.41 0.36 0.11
H 4.538 4.199 -9.752 0.22 0.18 0.24
H 4.997 -5.643 1.328 -0.69 1.52 -0.66
H -8.389 -5.826 6.024 -0.13 0.26 -0.26
H -0.591 2.406 -2.916 1.22 0.79 -0.78
H 1.681 -6.712 0.326 0.63 0.55 1.64
H 7.736 7.498 -1.627 -0.27 -0.08 0.06
H -5.355 1.233 -0.687 0.94 -0.66 -0.95
H -3.252 1.918 -0.038 0.52 -1.45 -1.17
H -0.745 0.967 -8.777 0.05 -0.17 0.01
H -1.800 0.336 -10.030 0.05 -0.17 0.00
H 5.095 -2.207 -4.315 -1.11 -0.93 -0.91
H 3.610 1.131 10.091 0.14 -0.12 -0.04
H 0.353 4.032 -2.884 -0.26 -1.66 -0.57
H -6.372 -3.661 6.813 -0.01 -0.19 -0.01
H 4.286 -0.970 8.851 -0.28 0.07 0.04
H 2.999 -7.077 1.555 -1.22 1.39 -0.14
H 5.651 8.400 -3.704 0.16 0.09 0.02
H -0.297 0.709 6.632 -0.60 0.85 -2.42
H 1.970 -1.457 -0.534 1.03 -1.68 0.78

Entry 2:
48
Properties=species:S:1:pos:R:3:forces:R:3 method="wB97M-V/def2-TZVPD" total_energy_ha=-3328.3756 charge=-2 homo_lumo_gap_ev=2.7
Cu -1.198 0.893 -0.524 0.10 -1.13 0.79
Si -1.093 0.399 1.791 -0.45 0.47 -0.25
Si -1.982 -1.282 -0.889 -0.55 0.37 -0.26
O 1.038 2.953 -0.516 0.58 0.43 -0.09
O 7.529 2.651 -2.652 -1.12 -1.81 -0.16
O 0.737 0.792 -0.998 1.85 0.25 -0.52
O 7.279 0.548 -3.254 -0.77 1.78 0.90
N -2.537 3.275 -1.681 0.08 -0.14 -0.26
N 6.827 1.605 -2.736 3.42 -0.03 -1.30
C 1.433 1.846 -0.904 -1.22 -0.58 0.24
C -2.053 -1.272 1.999 0.39 0.49 0.12
C 5.010 2.802 -1.678 0.62 -0.17 -0.26
C 3.406 0.539 -1.880 -0.26 0.03 0.12
C 4.703 0.492 -2.333 0.76 0.18 -0.21
C -3.148 -3.171 1.017 -0.09 -0.20 0.03
C 2.879 1.714 -1.333 0.48 0.11 -0.14
C -1.913 2.372 -1.188 -0.88 0.86 -0.29
C -2.443 -1.985 0.859 0.21 0.11 -0.62
C -3.063 -2.970 3.396 -0.05 -0.05 0.30
C -3.721 -1.255 -1.760 0.30 -0.26 0.21
C -2.104 1.627 2.902 0.19 -0.43 0.01
C -2.373 -1.781 3.250 -0.05 -0.11 0.22
C 5.528 1.628 -2.252 -2.39 0.11 0.91
C -1.163 -2.787 -1.801 -0.11 0.31 0.27
C 3.714 2.832 -1.230 -0.26 -0.06 0.09
C -3.458 -3.668 2.270 -0.15 -0.26 -0.05
C 0.500 0.163 2.869 -0.31 -0.01 -0.28
H -4.378 -0.536 -1.281 -0.09 0.23 0.15
H -4.223 -2.218 -1.744 -0.22 -0.42 0.02
H -3.294 -3.356 4.382 -0.03 -0.02 0.10
H -3.616 -0.960 -2.800 0.10 0.13 -0.27
H 1.065 1.090 2.887 0.11 0.26 -0.04
H 3.290 3.725 -0.790 -0.03 -0.02 -0.04
H -2.734 4.234 -1.460 0.16 -0.04 0.24
H 1.149 -0.602 2.455 0.13 -0.19 -0.15
H 5.125 -0.403 -2.769 -0.09 -0.05 0.02
H -0.200 -3.030 -1.362 0.26 -0.04 0.11
H -2.073 -1.242 4.138 0.07 0.14 0.20
H -1.599 2.587 2.943 0.19 0.25 -0.06
H -1.773 -3.688 -1.781 -0.24 -0.23 0.07
H 5.650 3.671 -1.608 -0.02 -0.01 0.01
H 2.774 -0.337 -1.945 -0.12 0.08 0.03
H -4.004 -4.598 2.373 -0.07 -0.12 0.00
H 0.280 -0.110 3.900 -0.15 -0.09 0.26
H -3.462 -3.725 0.143 -0.05 -0.11 -0.18
H -3.097 1.796 2.497 -0.21 0.00 -0.20
H -0.992 -2.531 -2.843 0.04 0.12 -0.24
H -2.222 1.274 3.923 -0.06 -0.13 0.46

Entry 3:
161
Properties=species:S:1:pos:R:3:forces:R:3 method="wB97M-V/def2-TZVPD" total_energy_ha=-4024.9576 charge=+1 homo_lumo_gap_ev=7.3
S -3.680 4.072 -0.489 0.22 0.14 0.48
S -1.887 -0.744 4.595 -0.89 -0.43 7.26
F -1.547 1.950 -4.395 1.73 -0.98 1.40
F 0.197 0.551 -4.614 -1.51 1.30 1.70
F 0.113 1.914 -2.819 -1.21 -0.90 -1.70
O 0.171 -6.116 6.175 0.12 0.16 -0.19
O 0.650 -3.486 -0.571 0.72 0.08 1.66
O 0.124 -9.790 6.985 0.08 0.07 0.21
O -0.145 7.056 -3.883 0.07 -0.02 0.15
O 2.210 -1.793 -0.029 0.33 -1.40 1.23
O -7.413 3.146 1.497 0.27 0.00 -0.03
O 8.315 -0.521 -8.734 0.04 -0.09 -0.06
O 1.139 4.144 0.669 -0.10 -0.09 0.35
O 3.246 0.514 2.602 0.25 -0.77 -1.00
O 3.739 0.924 -2.368 -0.11 -0.15 0.10
O -11.691 5.297 1.629 -0.13 0.28 0.02
O -2.086 0.310 5.659 0.69 -1.53 -4.04
O 8.273 -3.953 -4.661 0.03 0.03 0.26
O -2.633 -1.956 5.044 1.63 1.88 -2.87
O 2.432 0.799 4.919 -0.47 -0.12 0.38
O 4.533 -3.639 -2.406 -0.30 -0.22 0.26
N -2.889 0.024 0.793 0.39 -3.31 1.15
N -1.811 -2.029 1.952 0.03 1.98 -1.06
N -4.211 -2.707 2.338 1.12 0.00 -0.09
N -2.458 -0.070 3.100 -0.10 -0.28 -0.83
C 9.291 0.463 -8.407 -0.32 0.23 -0.06
C 8.692 -3.029 -5.662 -0.08 -0.39 -0.30
C 5.607 -1.538 -2.899 0.12 -0.02 0.12
C -14.074 5.384 1.248 -0.12 0.06 -0.07
C -9.798 3.236 1.124 0.32 -0.02 -0.16
C 0.418 6.682 -5.136 -0.39 0.17 -0.11
C -1.497 0.351 -1.280 -1.55 0.89 -0.69
C 2.675 2.753 6.317 -0.09 0.04 0.05
C -2.811 -3.126 2.197 -1.05 -1.72 1.12
C -4.300 0.489 0.959 -1.94 1.12 1.50
C 0.839 4.934 -1.594 0.10 0.08 0.00
C 0.125 7.738 -6.183 0.09 0.07 -0.10
C -1.140 -6.043 5.629 0.00 -0.01 0.60
C -4.473 2.012 1.393 0.47 0.59 0.04
C 7.906 -3.242 -6.940 0.03 0.07 -0.16
C -3.276 2.984 0.991 -0.32 1.16 1.30
C 0.683 -10.173 5.733 -0.38 0.11 -0.12
C -12.734 4.869 0.759 -0.20 0.03 0.39
C 2.941 -1.592 1.191 0.35 1.91 0.64
C -2.395 -0.705 1.914 -0.53 0.30 -0.55
C 3.269 1.427 5.888 0.03 0.34 0.03
C 1.602 5.090 -0.293 -0.08 -0.29 -0.32
C -2.592 -0.580 -0.532 2.04 -0.25 -2.80
C 4.787 1.840 -2.669 -0.32 0.27 0.00
C -2.012 -2.053 -0.515 0.26 -0.50 -0.13
C -1.439 0.033 -2.859 0.56 -1.04 0.53
C 4.601 3.126 -1.887 0.07 0.07 0.06
C -2.002 -5.113 6.459 -0.10 0.10 -0.06
C -0.035 -0.997 4.531 0.52 1.43 -0.76
C -1.014 -2.219 0.703 0.09 0.70 -1.03
C -0.121 -3.529 0.667 -0.24 0.34 -0.55
C 2.031 -3.204 -0.307 1.11 0.05 -1.73
C 0.388 -9.122 4.681 0.17 0.09 -0.14
C -0.673 1.145 -3.675 0.02 -0.68 -0.51
C -8.462 2.717 0.630 -0.38 -0.15 0.31
C 8.718 1.469 -7.428 0.04 0.06 0.13
C 5.783 -3.035 -2.739 -0.07 0.29 -0.43
C 3.288 -0.017 1.266 -0.48 -0.93 -0.95
H -1.566 -7.051 5.601 -0.15 0.06 -0.15
H 1.677 2.608 6.738 0.10 -0.04 0.06
H 1.454 6.089 0.119 -0.02 -0.16 0.14
H 3.358 0.754 6.743 -0.07 -0.08 -0.17
H 2.649 -3.410 -1.261 -1.34 0.16 1.47
H 0.604 -3.538 1.536 -1.09 -0.14 -0.70
H 0.968 3.926 -1.998 0.11 0.07 0.00
H 2.674 4.936 -0.448 0.01 0.18 -0.03
H -2.266 2.493 0.870 -1.20 0.46 -0.13
H -2.832 0.896 3.156 0.28 -0.71 0.11
H 7.563 -0.064 -9.129 0.10 -0.10 0.03
H 5.403 3.835 -2.105 -0.08 0.03 0.03
H -8.458 1.622 0.588 -0.05 -0.03 -0.16
H 4.883 -1.315 -3.688 0.08 0.03 -0.01
H -10.004 2.871 2.135 -0.04 -0.10 -0.06
H -1.414 -2.299 -1.458 -0.97 0.69 1.18
H 5.734 1.366 -2.405 -0.16 -0.12 -0.02
H -0.483 0.308 -0.786 -1.11 0.00 -0.62
H 4.264 1.567 5.455 0.03 -0.01 0.09
H 0.266 -11.143 5.444 0.15 -0.04 -0.11
H 1.181 5.657 -2.336 -0.12 -0.05 0.01
H -1.058 -5.676 4.603 0.18 -0.08 0.04
H 8.385 0.968 -6.515 0.10 0.00 -0.04
H -3.855 5.350 0.052 0.26 -1.46 -0.05
H -14.880 5.066 0.584 -0.01 0.01 0.08
H -8.249 3.100 -0.370 0.16 0.03 0.14
H 3.920 -2.155 1.259 -1.21 0.29 -0.28
H -12.730 3.775 0.715 -0.13 -0.02 -0.16
H -2.478 -0.182 -3.285 1.40 0.74 0.49
H -0.953 7.871 -6.307 0.04 -0.10 -0.07
H 8.427 -4.842 -5.002 -0.02 0.12 0.06
H -2.480 -3.662 3.150 -0.63 0.91 -1.21
H 9.461 2.225 -7.165 -0.08 0.01 0.00
H -1.564 -4.112 6.492 -0.07 -0.05 -0.08
H -14.068 6.475 1.300 0.02 -0.08 -0.09
H 9.765 -3.164 -5.837 0.02 0.18 -0.07
H 1.495 6.568 -4.999 -0.10 0.01 0.16
H -4.755 -0.141 1.802 0.45 0.88 -1.24
H 4.786 2.035 -3.746 0.18 0.06 0.00
H 0.558 7.464 -7.147 -0.07 0.04 0.01
H -0.858 -0.939 -3.024 -0.64 1.43 0.16
H 0.532 8.705 -5.876 0.05 -0.10 -0.01
H 6.557 -1.058 -3.149 -0.03 -0.02 -0.04
H 2.513 0.540 0.646 0.99 -0.74 0.58
H -0.232 5.077 -1.430 0.08 0.09 -0.02
H -12.518 5.255 -0.239 0.16 0.01 0.13
H 0.817 -9.403 3.716 -0.08 0.00 0.00
H 9.616 0.957 -9.328 0.17 0.06 0.09
H -0.758 -4.466 0.613 0.79 1.09 0.30
H 2.307 -1.834 2.107 0.55 0.00 -0.93
H -2.069 -5.466 7.492 -0.08 -0.07 -0.08
H -3.485 -0.592 -1.246 0.87 0.23 1.51
H -14.284 5.017 2.256 -0.04 -0.09 -0.08
H 0.305 -1.701 5.344 -0.94 0.46 -1.03
H 8.217 -2.534 -7.711 -0.09 -0.11 0.05
H -4.576 2.062 2.528 0.09 -0.13 -1.30
H -11.883 4.946 2.507 0.00 0.12 -0.10
H 0.797 -8.155 4.982 0.03 -0.11 0.00
H -0.692 -8.989 4.561 0.02 -0.13 -0.09
H 2.945 -0.148 3.253 0.43 0.28 -0.44
H -1.097 7.147 -4.007 0.13 0.02 0.04
H 8.049 -4.259 -7.317 0.09 0.04 0.01
H 2.906 1.345 -2.612 0.10 -0.07 0.00
H -5.429 2.483 0.975 1.25 -1.02 0.69
H 3.305 3.241 7.063 -0.04 0.02 -0.06
H 2.485 -3.849 0.509 -0.86 0.74 -0.64
H 2.565 3.423 5.459 0.13 0.01 0.04
H -3.011 -5.042 6.046 0.00 0.04 0.09
H -2.767 -3.927 1.384 0.15 1.47 0.78
H 5.219 -1.096 -1.978 0.03 -0.03 -0.07
H 7.844 1.969 -7.855 0.10 0.06 -0.04
H 6.489 -3.254 -1.936 -0.17 -0.14 -0.02
H 8.530 -2.020 -5.277 -0.01 -0.13 0.14
H -10.607 2.918 0.463 0.02 0.02 0.06
H -2.889 -2.775 -0.521 1.18 0.57 0.38
H -9.791 4.323 1.174 0.04 -0.18 -0.12
H 3.918 -3.447 -3.125 0.18 -0.04 0.01
H -1.917 1.416 -1.218 0.84 -1.29 0.16
H 2.365 1.396 4.160 0.16 0.01 0.12
H -4.966 0.308 0.060 1.47 -0.04 0.70
H 6.159 -3.486 -3.659 0.18 0.05 0.14
H -3.159 3.724 1.856 -0.03 -1.07 -1.21
H 6.836 -3.117 -6.757 0.07 0.08 0.03
H 0.393 0.031 4.795 -0.75 -1.33 -0.29
H -4.604 -2.300 1.487 0.13 -0.23 0.47
H 0.003 5.713 -5.433 0.14 -0.05 -0.13
H -0.828 -9.699 6.863 0.13 -0.08 0.04
H 0.338 -1.239 3.493 -0.64 -0.16 1.23
H 4.592 2.924 -0.813 0.09 -0.02 -0.05
H 1.282 3.264 0.301 0.04 0.14 0.01
H -0.288 -1.334 0.647 -0.76 -1.31 0.08
H 4.304 0.101 0.764 -1.25 0.23 0.90
H -4.387 -2.145 3.173 0.05 -0.36 -0.37
H 10.150 -0.049 -7.969 -0.13 -0.12 -0.10
H 3.643 3.593 -2.133 0.08 0.03 -0.11
H -7.602 2.797 2.377 -0.05 0.14 -0.10
H 1.760 -10.288 5.866 -0.11 0.02 0.17
H 0.093 -6.451 7.078 0.08 -0.04 -0.14